{
  "formula": "C38H90IN7O13",
  "method": "ωB97M-V with the def2-TZVPD basis set",
  "species": ["C", "C", "C", "I", "N", "C", "C", "C", "C", "O", "C", "C", "C", "C", "O", "C", "N", "O", "C", "C", "O", "N", "O", "H", "H", "H", "H", "H", "H", "H", "H", "H", "H", "H", "H", "H", "H", "H", "H", "H", "H", "H", "H", "H", "H", "H", "H", "H", "H", "H", "H", "H", "H", "C", "O", "C", "C", "N", "C", "C", "O", "C", "H", "H", "H", "H", "H", "H", "H", "H", "H", "H", "H", "H", "H", "H", "H", "C", "O", "C", "C", "N", "C", "C", "O", "C", "H", "H", "H", "H", "H", "H", "H", "H", "H", "H", "H", "H", "H", "H", "H", "C", "O", "C", "C", "N", "C", "C", "O", "C", "H", "H", "H", "H", "H", "H", "H", "H", "H", "H", "H", "H", "H", "H", "H", "C", "O", "C", "C", "N", "C", "C", "O", "C", "H", "H", "H", "H", "H", "H", "H", "H", "H", "H", "H", "H", "H", "H", "H"],
  "xyz": [[-7.28812, 3.15731, 4.00874], [-5.70267, 3.35863, 3.51447], [-5.60599, 4.39270, 2.24688], [-6.61108, 3.60603, 0.41629], [-4.20431, 4.75139, 1.81021], [-3.78897, 6.14329, 2.23067], [-4.63502, 7.25912, 1.31621], [-3.68309, 8.10673, 0.28330], [-3.65859, 7.36233, -1.20180], [-2.54918, 7.83123, -2.05352], [-3.18210, 3.69508, 2.16307], [-1.76409, 3.85751, 1.29115], [-0.55309, 4.55993, 2.14428], [0.34988, 5.50112, 1.09998], [0.56728, 6.88168, 1.64580], [1.80022, 4.80471, 0.71957], [2.64770, 4.49924, 1.94403], [-1.31139, 2.48849, 0.94939], [-1.93295, 2.04322, -0.33794], [-0.82009, 2.09410, -1.57195], [-0.48528, 0.69682, -1.93376], [0.45365, 0.69542, -2.92080], [-0.17888, 0.56277, -3.98281], [-7.64474, 4.02265, 4.73303], [-8.03410, 3.12041, 3.09337], [-7.39593, 2.11285, 4.56998], [-5.38186, 2.27720, 3.12405], [-5.02339, 3.62776, 4.43133], [-6.25823, 5.34761, 2.54220], [-4.00253, 6.40296, 3.35603], [-2.65113, 6.39600, 2.03365], [-5.26969, 7.96320, 2.03429], [-5.41424, 6.66736, 0.64138], [-2.60777, 8.33242, 0.70684], [-4.19112, 9.16579, 0.09454], [-3.61716, 6.20245, -0.97425], [-4.65173, 7.54112, -1.82336], [-2.91449, 7.85653, -3.00348], [-2.90159, 3.65265, 3.30230], [-3.56916, 2.60017, 1.88649], [-1.98169, 4.40657, 0.26760], [-0.96309, 5.22878, 3.03599], [0.18517, 3.78041, 2.66597], [-0.20512, 5.67245, 0.06312], [-0.01141, 7.50382, 1.10267], [1.68005, 3.76800, 0.14458], [2.36275, 5.55870, 0.01130], [2.30026, 5.13830, 2.69213], [2.46697, 3.49312, 2.15504], [-2.28881, 0.92401, -0.12717], [-2.92520, 2.63716, -0.58783], [0.16315, 2.56059, -1.09016], [-1.23230, 2.73211, -2.47781], [6.82982, -3.08416, -5.79153], [6.01735, -1.93744, -6.00518], [4.74586, -2.24067, -6.59334], [3.61041, -2.05677, -5.57288], [3.64975, -3.08908, -4.53325], [2.79585, -2.80363, -3.37438], [3.09134, -1.52508, -2.56439], [4.32581, -1.56178, -1.84248], [5.47093, -1.23374, -2.61605], [7.84057, -2.74464, -5.54980], [6.46071, -3.67199, -4.94903], [6.88156, -3.70813, -6.68980], [4.72633, -3.24248, -7.04486], [4.59988, -1.51660, -7.40135], [2.64745, -2.10797, -6.09280], [3.71539, -1.05676, -5.14507], [4.60544, -3.18821, -4.20031], [2.89485, -3.65992, -2.69860], [1.75002, -2.78429, -3.70505], [2.30880, -1.44178, -1.80123], [3.01742, -0.61323, -3.16468], [5.25759, -0.48885, -3.38594], [5.89249, -2.13787, -3.05615], [6.22933, -0.82247, -1.94338], [-1.30057, -3.24468, -2.10754], [-1.33760, -4.66558, -2.08787], [-2.57712, -5.19732, -1.60270], [-3.38533, -5.83628, -2.74416], [-3.90092, -4.82373, -3.66987], [-4.41518, -5.37214, -4.93018], [-3.43160, -6.15128, -5.82665], [-2.40920, -5.34203, -6.41507], [-1.29935, -5.08548, -5.56669], [-0.26655, -2.93371, -2.27913], [-1.91123, -2.85000, -2.92174], [-1.63268, -2.82471, -1.15243], [-3.16700, -4.44499, -1.06053], [-2.31577, -5.98354, -0.88714], [-4.22632, -6.39597, -2.32023], [-2.72638, -6.54320, -3.25415], [-3.15545, -4.16974, -3.89481], [-4.79322, -4.52100, -5.50667], [-5.27990, -6.00988, -4.70875], [-4.01123, -6.54775, -6.66841], [-2.99954, -7.02405, -5.32780], [-1.08105, -5.92081, -4.89762], [-1.46893, -4.16870, -5.00136], [-0.42184, -4.91419, -6.19712], [1.56862, 6.99817, 9.35906], [1.53159, 5.57727, 9.37873], [0.29207, 5.04553, 9.86390], [-0.51614, 4.40657, 8.72245], [-1.03174, 5.41912, 7.79673], [-1.54599, 4.87070, 6.53642], [-0.56242, 4.09157, 5.63995], [0.45998, 4.90081, 5.05154], [1.56984, 5.15736, 5.89991], [2.60264, 7.30913, 9.18748], [0.95796, 7.39284, 8.54486], [1.23651, 7.41813, 10.31417], [-0.29781, 5.79785, 10.40607], [0.55341, 4.25931, 10.57946], [-1.35713, 3.84688, 9.14638], [0.14281, 3.69964, 8.21245], [-0.28626, 6.07311, 7.57180], [-1.92403, 5.72184, 5.95993], [-2.41071, 4.23296, 6.75786], [-1.14204, 3.69510, 4.79819], [-0.13035, 3.21879, 6.13880], [1.78814, 4.32203, 6.56899], [1.40025, 6.07415, 6.46524], [2.44735, 5.32865, 5.26948], [6.15823, -7.42176, -1.64807], [5.12071, -7.12078, -0.72413], [4.18459, -6.15175, -1.21324], [2.83014, -6.80714, -1.52998], [2.91613, -7.67734, -2.70617], [1.75670, -8.55927, -2.88368], [1.44762, -9.57087, -1.76151], [2.41768, -10.61404, -1.63039], [3.56741, -10.25832, -0.87614], [6.92903, -7.99014, -1.12068], [5.78419, -8.03941, -2.46672], [6.61438, -6.50908, -2.04537], [4.57682, -5.59512, -2.07592], [4.03467, -5.43184, -0.40225], [2.08650, -6.02456, -1.71652], [2.52310, -7.36624, -0.64274], [3.74418, -8.26212, -2.62624], [1.93545, -9.12380, -3.80512], [0.86874, -7.94031, -3.06230], [0.51225, -10.07396, -2.03296], [1.25673, -9.09209, -0.79632], [3.33974, -9.55726, -0.07005], [4.33436, -9.85438, -1.53756], [3.97740, -11.16963, -0.43091]],
  "forces_ev_per_angstrom": [[0.028, -0.122, 0.134], [-1.312, -1.641, -0.694], [0.333, 0.994, 1.772], [0.266, 0.099, 0.819], [0.342, -0.137, 1.694], [-0.417, 1.864, -0.528], [-0.276, -0.371, -0.156], [-0.973, 0.924, -0.831], [-0.714, -0.504, 0.548], [-1.942, -0.527, -0.885], [0.943, -1.087, -0.484], [-0.176, -0.146, 0.654], [0.364, 0.635, -0.358], [-0.222, -0.289, -0.934], [-1.134, -0.803, -1.461], [-0.149, 0.234, -0.284], [-1.504, 0.073, -0.912], [-1.433, 1.141, -1.934], [-0.275, -1.254, 0.291], [-0.056, 1.115, 1.873], [-0.991, 1.414, 1.673], [-3.053, -0.398, -4.743], [3.252, 0.296, 3.019], [0.830, -1.792, -1.501], [1.702, 0.124, 1.786], [0.307, 2.375, -1.120], [-0.503, 2.435, 0.919], [-1.263, -0.158, -1.942], [1.697, -1.952, -0.902], [0.429, -0.765, -1.840], [-2.267, -1.103, 0.366], [1.533, -1.358, -1.621], [1.563, 1.191, 1.483], [-2.055, -0.726, -0.919], [1.166, -2.152, 0.514], [0.206, 2.129, -0.655], [1.756, -0.259, 1.753], [0.943, -0.078, 2.318], [-0.519, 0.221, -1.935], [0.590, 2.582, 0.474], [0.360, -0.722, 2.237], [0.837, -1.297, -2.135], [-1.897, 1.468, -1.327], [0.895, -0.673, 2.150], [1.243, -1.377, 1.086], [-0.111, 2.399, 1.072], [-1.103, -1.456, 1.386], [0.482, -1.097, -0.504], [0.166, 1.448, 0.367], [1.006, 2.341, -0.766], [2.206, -0.940, 0.470], [-2.156, -0.705, -1.229], [0.984, -1.620, 1.645], [0.059, 0.387, -0.011], [-0.087, -0.566, -0.200], [-0.336, 0.442, 0.267], [0.521, -0.467, -0.083], [0.028, 0.255, 0.039], [0.355, 0.044, 0.007], [-0.113, -0.396, 0.306], [-0.329, 0.190, -0.427], [0.066, -0.102, 0.464], [-0.166, 0.065, -0.040], [0.006, -0.244, -0.021], [-0.045, -0.028, 0.087], [0.078, 0.088, 0.263], [-0.019, -0.042, 0.046], [0.045, -0.004, 0.040], [-0.030, 0.210, -0.147], [-0.237, 0.029, -0.135], [-0.075, 0.103, 0.030], [0.072, 0.093, -0.025], [0.108, -0.024, -0.011], [0.167, -0.034, -0.099], [-0.046, -0.105, -0.074], [0.118, 0.079, -0.268], [-0.167, -0.016, 0.012], [0.231, -0.240, -0.033], [-0.388, 0.324, 0.260], [0.007, -0.504, -0.352], [0.161, 0.684, 0.172], [0.187, -0.191, -0.033], [0.271, 0.155, 0.011], [-0.311, 0.333, -0.347], [-0.196, -0.455, 0.397], [0.033, 0.205, -0.444], [-0.092, -0.140, 0.025], [-0.111, 0.208, 0.050], [-0.036, 0.017, -0.086], [0.123, 0.007, -0.259], [-0.036, 0.024, -0.033], [0.034, 0.036, -0.030], [0.100, -0.207, 0.118], [-0.186, -0.173, 0.109], [0.028, -0.146, -0.036], [0.129, -0.036, 0.002], [0.075, 0.099, 0.049], [0.137, 0.092, 0.143], [-0.086, 0.042, 0.079], [0.135, -0.034, 0.267], [-0.141, -0.082, -0.013], [0.268, -0.255, -0.026], [-0.431, 0.347, 0.246], [0.018, -0.498, -0.338], [0.166, 0.653, 0.184], [0.159, -0.184, -0.083], [0.309, 0.162, 0.034], [-0.278, 0.316, -0.270], [-0.200, -0.474, 0.438], [0.069, 0.220, -0.377], [-0.110, -0.152, 0.018], [-0.122, 0.201, 0.049], [-0.046, 0.007, -0.088], [0.122, 0.003, -0.260], [-0.041, 0.031, -0.044], [0.035, 0.038, -0.031], [0.095, -0.200, 0.122], [-0.190, -0.168, 0.110], [0.018, -0.116, -0.059], [0.119, -0.053, 0.005], [0.071, 0.061, 0.038], [0.128, 0.096, 0.129], [-0.095, 0.050, 0.067], [0.136, -0.050, 0.242], [-0.132, -0.070, -0.018], [-0.080, -0.067, 0.388], [0.164, 0.276, -0.524], [-0.537, -0.210, 0.313], [0.651, 0.013, -0.328], [-0.052, -0.091, 0.263], [0.290, -0.092, 0.093], [-0.089, -0.245, -0.500], [-0.270, 0.489, 0.228], [-0.016, -0.441, -0.182], [-0.158, 0.081, 0.026], [0.088, 0.052, -0.221], [-0.050, -0.054, -0.053], [-0.015, -0.267, 0.033], [-0.008, -0.016, -0.064], [0.010, -0.048, -0.006], [-0.046, 0.120, 0.226], [-0.198, 0.199, -0.012], [-0.101, -0.022, 0.108], [0.045, -0.017, 0.127], [0.130, -0.006, -0.006], [0.203, 0.070, 0.055], [0.010, 0.099, -0.096], [0.142, 0.204, 0.167], [-0.151, 0.038, -0.059]],
  "smiles": "CC[C@H](I)N(CCCCO)C[C@@H](C[C@@H](O)CN)OCCON=O.COCCNCCOC.COCCNCCOC.COCCNCCOC.COCCNCCOC",
  "relative_energy_ev": 7.519,
  "total_charge": 0,
  "e_homo_ev": -8.5,
  "lumo_ha": -0.029,
  "fmax_ev_per_a": 5.7,
  "orbital_gap_ev": 7.7
}